[1]
74
Properties=species:S:1:pos:R:3:forces:R:3:lowdin_charge:R:1 method="wB97M-V/def2-TZVPD" charge=+3 energy_ha=-2691.52948 gap_ev="5.286 / 5.360" e_homo_ev="-16.01 / -16.01" de_lowest_ev=0.000 e_lumo_ev="-10.72 / -10.65"
Os -1.623 0.649 0.325 -0.16 -0.21 0.01 1.030
S -2.165 -1.627 0.987 0.10 0.23 0.05 0.662
S -3.770 0.924 0.372 0.08 -0.32 0.04 0.813
N -1.195 0.166 -1.676 -0.04 0.08 -0.01 -0.044
N -1.653 2.829 -0.061 0.21 0.28 -0.09 0.007
N -1.675 -4.156 0.716 -0.04 -0.03 -0.07 0.119
N -0.043 1.009 4.917 0.00 0.00 -0.02 0.149
N -0.991 0.922 2.311 -0.05 -0.03 -0.03 -0.069
N 7.360 -1.108 0.188 0.01 0.00 0.00 0.105
N 0.426 0.209 0.301 -0.03 -0.05 -0.01 -0.046
N -0.459 -0.529 -4.259 0.00 0.01 0.01 0.148
N -0.434 -2.826 -0.739 -0.03 0.01 -0.05 0.133
C -2.098 0.093 -2.660 -0.01 0.04 -0.01 -0.054
C 0.434 -0.444 -3.285 -0.01 0.02 -0.01 -0.039
C 0.743 0.659 3.908 -0.01 0.04 0.02 -0.010
C 0.789 3.155 -0.251 0.00 -0.07 0.02 0.010
C -0.217 -5.217 -0.745 -0.01 0.01 -0.01 0.067
C 6.671 -0.950 -0.935 0.00 0.00 0.00 -0.097
C 2.479 -0.030 1.456 -0.02 0.02 0.01 0.094
C -5.549 4.448 -0.143 0.01 0.06 -0.01 -0.006
C 0.091 -0.115 -1.983 -0.01 -0.04 -0.01 -0.193
C 6.701 -1.006 1.336 0.00 0.00 0.00 -0.095
C 0.296 0.610 2.597 0.00 -0.04 -0.02 -0.168
C -2.024 5.606 -0.497 0.07 0.01 0.00 0.067
C 1.138 -3.787 -2.301 0.00 0.00 -0.01 0.010
C -3.135 4.770 -0.307 -0.03 -0.04 0.01 -0.127
C -1.719 -0.266 -3.947 0.00 0.03 0.00 -0.046
C 5.340 -0.749 1.414 -0.01 -0.02 0.01 0.002
C -1.150 -5.316 0.259 0.00 0.01 0.00 -0.214
C -0.781 5.044 -0.469 -0.05 0.04 -0.01 0.028
C -2.906 3.398 -0.093 -0.06 -0.02 -0.01 -0.223
C -4.045 2.576 0.098 0.02 0.13 -0.02 -0.545
C -1.784 1.280 3.327 -0.01 0.05 0.01 -0.059
C -1.619 -6.583 0.881 0.01 0.00 -0.01 0.027
C -1.334 -2.933 0.217 0.09 0.06 0.12 -0.685
C 4.610 -0.590 0.238 -0.01 -0.01 0.00 -0.165
C 1.124 0.233 1.441 0.01 0.00 0.03 -0.197
C 5.308 -0.694 -0.964 0.00 0.03 -0.02 -0.001
C 1.028 -0.096 -0.853 0.03 0.01 0.02 -0.227
C -0.612 3.665 -0.255 -0.11 -0.06 0.02 -0.245
C -4.462 5.268 -0.327 -0.05 -0.02 0.00 0.063
C 0.123 -3.951 -1.221 0.01 -0.03 0.03 -0.245
C 2.382 -0.350 -0.907 -0.03 -0.06 0.00 0.077
C 3.152 -0.324 0.263 0.04 0.02 -0.01 -0.076
C -1.295 1.323 4.627 0.00 0.00 -0.01 -0.042
C -5.340 3.088 0.072 0.04 -0.05 0.01 -0.027
H 4.838 -0.564 -1.929 -0.02 0.01 0.00 0.106
H 3.018 0.020 2.388 0.01 0.00 0.01 0.116
H -2.364 -4.189 1.459 -0.01 0.00 -0.01 0.158
H -2.460 -0.330 -4.734 0.00 -0.02 0.00 0.137
H -1.157 -7.440 0.399 0.00 0.00 0.00 0.104
H 1.766 0.404 4.152 0.00 0.00 0.01 0.136
H 1.550 -4.739 -2.622 0.00 0.00 0.01 0.099
H -2.810 1.530 3.105 0.00 0.00 0.00 0.111
H 2.842 -0.573 -1.857 0.01 -0.02 0.00 0.113
H 7.284 -1.136 2.240 0.00 0.00 0.00 0.125
H 0.678 -3.297 -3.161 0.00 0.00 -0.02 0.092
H 7.231 -1.027 -1.859 0.00 0.00 0.00 0.124
H -1.946 1.614 5.443 0.00 0.00 0.00 0.138
H 0.239 -6.107 -1.150 0.00 0.00 0.00 0.142
H 1.951 -3.152 -1.943 -0.01 0.00 0.00 0.088
H 4.892 -0.692 2.396 -0.03 -0.02 0.00 0.107
H -2.158 6.668 -0.663 0.00 0.00 0.00 0.148
H -6.181 2.420 0.221 0.01 -0.01 0.00 0.131
H -6.553 4.848 -0.162 0.00 0.00 0.00 0.136
H 0.100 5.651 -0.614 0.01 0.00 0.00 0.135
H 0.933 2.414 -1.035 0.01 -0.01 0.00 0.083
H -2.703 -6.673 0.792 0.00 0.00 0.00 0.113
H 1.485 3.969 -0.431 0.00 0.01 0.00 0.103
H 1.464 -0.655 -3.546 0.00 0.01 -0.01 0.134
H -3.126 0.319 -2.422 0.00 -0.02 0.00 0.109
H 1.038 2.710 0.711 0.02 -0.02 0.00 0.087
H -1.363 -6.600 1.942 0.00 0.00 0.00 0.113
H -4.606 6.329 -0.494 0.01 0.00 0.00 0.145

***

[2]
16
Properties=species:S:1:pos:R:3:forces:R:3:nbo_charge:R:1 method="wB97M-V/def2-TZVPD" charge=0 energy_ha=-288.69695 gap_ev=9.666 e_homo_ev=-8.47 de_lowest_ev=2.316 e_lumo_ev=1.20 smiles="CN1C=C[C@H]2C[C@H]21"
N -0.429 -0.899 -0.189 0.04 0.05 0.20 -0.429
C -0.565 -0.358 1.124 -0.18 0.24 0.22 -0.039
C -1.699 -0.712 -0.892 -0.16 -0.11 -0.12 -0.410
C 0.641 -0.106 -0.726 0.09 -0.15 -0.22 -0.061
C -0.017 0.859 1.266 0.14 -0.20 0.10 -0.252
C 0.854 1.153 0.085 0.10 0.07 0.13 -0.289
C 1.904 0.007 0.057 0.12 0.12 0.02 -0.428
H -1.048 -0.975 1.873 -0.31 0.31 -0.07 0.210
H -1.625 -1.053 -1.929 0.06 -0.03 0.14 0.199
H 0.761 -0.065 -1.804 -0.16 -0.19 0.12 0.221
H 2.813 -0.135 -0.522 -0.05 0.94 -0.11 0.223
H -2.022 0.344 -0.883 0.11 -0.16 -0.03 0.177
H 2.007 -0.384 1.059 -0.16 -0.52 -0.21 0.223
H -0.076 1.461 2.164 0.13 -0.08 -0.08 0.222
H -2.465 -1.304 -0.383 0.06 0.06 -0.12 0.205
H 0.967 2.167 -0.300 0.18 -0.36 0.04 0.228